Entry from the OMol25 dataset: 3 unconnected molecules or ions with the total composition C5H14NO4 at a distorted geometry (wB97M-V/def2-TZVPD).

* total energy: -554.6467 Eh
* HOMO-LUMO gap: 0.3004 hartree
* 2S+1: 1
* net charge: -1
* relative energy (zero: lowest compared OMol25 entry of this formula, charge and spin): 51.0 kcal/mol
* HOMO energy: -4.389 eV

Each line ends with the Mulliken charge.
Atoms and positions in Å:
C: -1.88261 -1.16319 -1.28128  -1.556
C: -0.64458 -0.26641 -1.44950  0.097
C: 0.55370 -1.13151 -0.91976  -0.509
C: 1.87905 -0.44852 -0.57461  -0.103
O: 2.82244 -1.15710 -0.31217  -0.574
N: -0.92210 0.98413 -0.75052  -0.440
C: -0.96042 0.93310 0.75413  -0.479
O: 0.27024 0.89547 1.33789  -0.815
H: -1.96253 -2.09619 -1.83361  0.385
H: -2.04693 -1.31320 -0.21467  0.316
H: -2.75558 -0.55911 -1.56658  0.402
H: -0.38071 -0.02878 -2.48493  0.427
H: 0.77409 -1.76430 -1.79321  0.444
H: 0.26142 -1.83446 -0.13995  0.312
H: 1.96095 0.63440 -0.72333  0.374
H: -0.14907 1.62111 -0.91222  0.358
H: -1.59790 0.12794 1.13092  0.318
H: -1.41853 1.92071 0.96854  0.219
H: -0.38206 -0.82823 3.44515  0.279
H: 0.62689 -0.59897 2.25192  0.353
O: 0.28976 -1.28472 2.90103  -0.706
H: 1.24405 1.93619 0.80432  0.362
H: 2.64055 2.66604 0.90266  0.275
O: 1.77986 2.75559 0.45979  -0.737

Forces on atoms 1 to 6 (eV/Å):
-1.0 1.3 -0.4
0.6 -1.0 1.4
-0.1 0.5 -0.9
-0.9 -1.1 -0.7
0.5 0.4 0.4
0.0 -0.3 0.3



Entry from the OMol25 dataset: 10 unconnected molecules or ions with the total composition C33H57F9O13 at a distorted geometry (wB97M-V/def2-TZVPD).

* total energy: -3168.5007 Eh
* HOMO-LUMO gap: 0.3589 hartree
* 2S+1: 1
* SMILES: CCOC(=O)C(F)(F)F.CCOC(=O)C(F)(F)F.CCOC(=O)C(F)(F)F.CC(C)=O.CC(C)=O.CC(C)=O.CC(C)=O.CC(C)=O.CC(C)=O.CC(C)=O
* net charge: 0
* relative energy (zero: lowest compared OMol25 entry of this formula, charge and spin): 0.0 kcal/mol
* HOMO energy: -9.394 eV

Each line ends with the Mulliken charge.
Atoms and positions in Å:
C: 5.02881 3.01563 0.75012  -1.279
C: 4.12792 1.81644 0.47708  0.786
O: 4.86441 0.64303 0.09365  -0.251
C: 5.23266 0.35103 -1.05319  0.311
O: 5.21242 0.96513 -2.09886  -0.596
C: 5.83124 -1.10624 -1.00000  0.873
F: 4.98665 -2.01467 -0.47456  -0.196
F: 6.15396 -1.47398 -2.23680  -0.271
F: 6.96349 -1.24624 -0.28235  -0.302
H: 4.39728 3.88713 0.76287  0.336
H: 5.80658 3.04567 -0.04454  0.348
H: 5.54437 2.94068 1.70469  0.341
H: 3.35867 1.96262 -0.26698  -0.401
H: 3.70423 1.55950 1.42386  0.263
C: 4.32588 -9.06751 0.64968  -1.137
C: 3.09587 -8.89769 -0.15055  -0.197
O: 2.64891 -7.52766 0.09765  -0.253
C: 1.54254 -7.22621 -0.58796  0.071
O: 0.98316 -7.85587 -1.42020  -0.504
C: 1.07413 -5.80570 -0.18475  1.154
F: 2.01740 -4.86847 -0.43982  -0.241
F: -0.03482 -5.44170 -0.78462  -0.234
F: 0.80455 -5.88194 1.19365  -0.271
H: 4.72506 -10.08922 0.52430  0.361
H: 4.13120 -8.71128 1.65568  0.323
H: 5.06224 -8.40359 0.12550  0.284
H: 2.25377 -9.53268 0.17370  0.329
H: 3.32754 -9.02246 -1.24170  0.305
C: -3.79775 1.64854 -2.91340  -1.550
C: -3.10585 1.37985 -1.57480  0.607
O: -3.90792 0.73664 -0.60215  -0.248
C: -4.28069 -0.52820 -0.93119  0.331
O: -4.00901 -1.11321 -1.88836  -0.507
C: -5.22706 -1.08342 0.14371  0.781
F: -6.17818 -0.24608 0.54294  -0.244
F: -5.72982 -2.20785 -0.36204  -0.255
F: -4.56869 -1.50465 1.23840  -0.223
H: -4.64149 2.30265 -2.94494  0.352
H: -4.07715 0.72285 -3.34051  0.488
H: -3.01124 2.01466 -3.62779  0.338
H: -2.89253 2.34569 -1.06411  0.030
H: -2.24353 0.74884 -1.64756  0.059
C: -0.45666 6.02823 -1.73744  -1.256
C: -1.74254 5.79285 -1.02909  1.128
O: -2.01696 4.80325 -0.37697  -0.497
C: -2.80451 6.87879 -1.24854  -1.621
H: 0.27346 5.29093 -1.40932  0.095
H: -0.13854 7.04109 -1.53471  0.396
H: -0.57745 5.94342 -2.77356  0.495
H: -3.62332 7.03447 -0.54443  0.326
H: -3.25995 6.66022 -2.18414  0.453
H: -2.25442 7.81029 -1.34114  0.419
C: -1.69991 1.53157 4.31243  -1.040
C: -2.74893 2.42427 3.62626  0.825
O: -2.50587 3.56390 3.33236  -0.495
C: -3.97944 1.64500 3.21871  -0.751
H: -2.07482 0.66561 4.84364  0.462
H: -0.92511 2.03936 4.84766  0.340
H: -1.10762 1.14375 3.46108  -0.036
H: -3.83468 1.39680 2.19065  -0.159
H: -4.84541 2.32538 3.26610  0.361
H: -4.06019 0.77568 3.82277  0.403
C: -1.68453 -5.80421 3.03119  -0.944
C: -1.71770 -4.64403 3.98985  0.530
O: -1.93726 -4.85200 5.18221  -0.598
C: -1.53149 -3.19014 3.54739  -0.660
H: -2.68151 -6.15830 3.20689  0.356
H: -1.03098 -6.59105 3.38527  0.304
H: -1.44885 -5.59048 2.00251  0.172
H: -1.74122 -3.14814 2.48537  0.247
H: -0.43087 -2.98936 3.71431  0.262
H: -2.17152 -2.59633 4.14358  0.329
C: 2.30313 0.64769 -2.81209  -1.059
C: 2.56934 -0.68129 -2.17040  1.400
O: 2.70903 -0.81839 -0.96628  -0.563
C: 2.72190 -1.84390 -3.12130  -1.497
H: 1.22561 0.64535 -3.07532  0.164
H: 2.73094 0.70243 -3.82041  0.423
H: 2.56021 1.55779 -2.21881  0.138
H: 1.90806 -1.86385 -3.83365  0.219
H: 2.88958 -2.81533 -2.62214  0.246
H: 3.65302 -1.75794 -3.64129  0.447
C: 0.43124 5.93812 3.27193  -1.097
C: -0.39514 6.41826 2.08064  0.938
O: 0.19450 6.69126 1.05033  -0.550
C: -1.87388 6.80214 2.29589  -0.956
H: 1.46416 5.73471 2.91808  0.291
H: 0.07141 5.02385 3.66757  0.182
H: 0.42912 6.65091 4.15713  0.358
H: -2.11878 6.84458 3.34829  0.406
H: -2.50174 5.90699 1.88797  0.057
H: -2.01009 7.66057 1.67904  0.432
C: -0.75479 -1.40569 -5.31017  -1.581
C: -1.09125 -1.61157 -3.84535  0.961
O: -0.73778 -0.83670 -2.96123  -0.327
C: -1.75600 -2.86597 -3.44698  -0.745
H: -1.58350 -1.58541 -5.95910  0.481
H: 0.02727 -2.07146 -5.57868  0.374
H: -0.37279 -0.41706 -5.38737  0.375
H: -1.91046 -3.57661 -4.25986  0.397
H: -2.71162 -2.63731 -2.98717  0.178
H: -1.11657 -3.40596 -2.70605  0.052
C: 0.00895 0.43219 1.08614  -1.014
C: 0.81932 1.68939 1.36858  1.160
O: 1.64613 1.72140 2.26514  -0.709
C: 0.65673 2.85863 0.42180  -0.852
H: -0.20853 -0.13494 1.98954  0.297
H: 0.48534 -0.21331 0.39779  0.162
H: -0.90057 0.68647 0.53428  0.081
H: 1.39574 3.64530 0.58471  0.389
H: -0.37120 3.26912 0.51003  0.317
H: 0.77354 2.55461 -0.61592  0.269

Forces on atoms 1 to 6 (eV/Å):
0.7 -0.8 -1.2
0.6 0.4 0.4
-0.6 0.6 3.8
1.5 -1.1 -3.4
-0.2 -0.2 0.9
0.3 -0.8 0.0



Entry from the OMol25 dataset: 3 unconnected molecules or ions with the total composition H7O3 at a distorted geometry (wB97M-V/def2-TZVPD).

* total energy: -229.6274 Eh
* HOMO-LUMO gap: 0.4759 hartree
* 2S+1: 1
* net charge: +1
* relative energy (zero: lowest compared OMol25 entry of this formula, charge and spin): 21.7 kcal/mol
* HOMO energy: -16.931 eV

Each line ends with the Mulliken charge.
Atoms and positions in Å:
O: -1.34689 0.10840 -0.86525  -0.649
H: -1.53418 0.05233 -1.80727  0.319
H: -1.92873 0.80674 -0.52044  0.328
O: 1.32817 0.97429 0.27034  -0.683
H: 0.61674 1.41304 -0.21987  0.348
H: 2.12313 1.47349 0.06353  0.344
O: 0.33356 -1.24416 0.70118  -0.390
H: 0.40956 -0.27994 0.36772  0.530
H: 0.43846 -1.55926 1.61740  0.419
H: -0.43982 -1.74493 0.39265  0.433

Forces on atoms 1 to 6 (eV/Å):
0.0 0.4 0.4
0.0 0.0 -0.1
0.0 -0.4 -0.2
-1.1 0.3 -0.3
0.2 0.4 -0.1
0.3 -0.2 0.0



Entry from the OMol25 dataset: a molecular structure, C7H10 at a distorted geometry (wB97M-V/def2-TZVPD).

* total energy: -272.5535 Eh
* HOMO-LUMO gap: 0.3113 hartree
* 2S+1: 1
* net charge: 0
* relative energy (zero: lowest compared OMol25 entry of this formula, charge and spin): 103.3 kcal/mol
* HOMO energy: -7.451 eV

Each line ends with the Mulliken charge.
Atoms and positions in Å:
C: -0.80825 1.66299 0.86503  -1.517
C: -0.27566 0.40078 0.19146  0.610
C: 1.08643 -0.15251 0.62563  -0.587
C: 1.02228 -1.03649 -0.62543  -0.227
C: 0.62233 0.14245 -1.49127  -0.971
C: -0.33158 -1.76995 -0.39017  -0.630
C: -1.13502 -0.82173 0.07874  -0.563
H: -1.74961 2.01828 0.43424  0.378
H: -1.00699 1.42916 1.92505  0.356
H: -0.09281 2.49647 0.86532  0.369
H: 1.08393 -0.65841 1.59263  0.327
H: 1.90093 0.58136 0.56384  0.303
H: 1.86985 -1.67646 -0.89515  0.462
H: 0.03152 -0.10906 -2.37195  0.265
H: 0.51828 1.13031 -1.06977  0.580
H: -0.56280 -2.79883 -0.61969  0.438
H: -2.18958 -0.83240 0.32343  0.407

Forces on atoms 1 to 6 (eV/Å):
0.0 -0.1 -0.3
-0.3 -0.3 0.3
0.0 0.0 0.2
0.1 -0.1 0.1
-1.5 0.0 0.8
-0.1 -0.3 0.1